1.
{"formula": "C8H18OPS2", "method": "wB97M-V/def2-TZVPD", "elements": ["H", "C", "H", "H", "O", "C", "C", "H", "H", "S", "H", "H", "C", "H", "H", "H", "C", "H", "H", "C", "H", "C", "H", "H", "S", "C", "H", "P", "H", "H"], "coordinates": [[-0.619, -0.752, -1.302], [0.017, -0.188, -0.646], [-2.199, 0.910, 2.556], [1.629, 0.917, -4.230], [-0.098, -0.804, 2.381], [-3.385, -0.797, 2.026], [-2.217, 0.617, 0.350], [1.778, -0.401, -1.811], [-2.625, 1.508, 0.039], [1.100, -2.754, 0.776], [2.868, 1.277, -3.242], [0.974, 2.451, -1.673], [0.929, 1.507, -2.213], [-3.859, -1.219, 2.909], [-0.094, 1.140, -2.435], [0.246, -1.251, 0.002], [1.776, 1.622, -3.467], [-0.613, -1.388, 3.030], [-2.577, -0.121, -0.407], [1.314, 0.382, -1.235], [-3.761, -1.385, 1.212], [-2.610, 0.260, 1.780], [2.212, -2.547, -0.038], [1.695, 2.611, -3.976], [2.283, -1.768, 3.871], [-0.727, 0.715, 0.139], [-0.342, 1.601, 0.593], [1.464, -0.957, 2.068], [1.928, 0.755, -0.386], [3.512, -1.943, 3.329]], "atomic_forces_ev_per_a": [[-0.473, -0.221, -0.715], [0.200, 1.129, 1.016], [-0.295, -0.190, -0.102], [-1.260, -1.231, -0.983], [-1.413, -0.607, 2.035], [-0.400, -0.016, -0.389], [1.501, -3.450, -0.426], [0.635, -0.376, 0.120], [-0.976, 2.574, -0.428], [1.126, 0.494, -0.540], [-1.431, 1.529, -0.034], [-0.566, 0.107, -0.051], [-0.535, -0.970, -0.167], [0.691, 0.862, 0.602], [0.215, 1.416, -0.544], [-0.010, 0.744, -0.184], [2.517, 0.322, 0.621], [1.156, 0.976, -1.278], [-0.076, 0.225, 0.905], [-0.081, 0.076, 0.684], [0.146, -0.094, -0.802], [-0.278, -0.317, 0.247], [-0.871, -0.241, 0.684], [0.435, -0.647, 0.710], [-0.258, 0.070, -0.459], [-1.433, -1.300, -0.253], [1.046, 0.332, 0.327], [0.928, -0.868, 0.147], [0.026, -0.480, -0.782], [-0.268, 0.152, 0.042]], "homo_energy_ev": -12.71, "charge": 1, "relative_energy_kcal_mol": 0.00, "e_tot_ev": -41585.3029, "homo_lumo_gap_ev": 7.531}

2.
{"formula": "C8H18Se", "method": "wB97M-V/def2-TZVPD", "elements": ["H", "C", "H", "C", "H", "H", "H", "H", "C", "H", "H", "H", "Se", "H", "H", "H", "C", "C", "C", "H", "H", "H", "C", "H", "C", "H", "H"], "coordinates": [[0.420, -1.801, -0.498], [-1.272, 0.130, -0.497], [-1.761, 0.915, 0.087], [1.982, -0.425, -1.197], [-0.026, 3.360, 2.521], [2.823, -0.889, 1.439], [-2.176, 1.146, -2.269], [-0.674, 1.701, -1.779], [1.913, -1.504, 1.138], [2.736, -1.210, -1.669], [2.475, 0.331, -0.636], [-0.592, -0.019, -2.466], [0.890, 1.634, 0.803], [-1.262, 2.741, 1.577], [-3.104, -1.019, -0.300], [-0.723, 1.640, 2.662], [-1.151, 0.744, -1.843], [1.091, -1.016, -0.152], [-2.068, -1.197, -0.561], [-1.651, -1.902, 0.211], [1.230, -1.496, 1.999], [-1.965, -1.605, -1.706], [-0.377, 2.446, 2.002], [-0.652, -0.412, 2.037], [0.147, 0.030, 0.249], [1.358, 0.050, -1.983], [2.390, -2.372, 0.832]], "atomic_forces_ev_per_a": [[0.501, -0.540, -0.146], [0.550, 0.302, 1.713], [-0.421, -0.534, 0.343], [0.796, -1.678, -2.000], [0.501, -0.907, -0.236], [-1.378, 0.045, -0.699], [1.651, -1.725, 0.548], [1.116, 0.308, -0.056], [-0.087, 2.502, -0.551], [-1.509, 1.734, 1.010], [1.193, 0.751, -0.245], [-0.934, 1.346, -0.157], [1.293, 1.702, 0.067], [-2.014, 0.767, -1.745], [-0.248, -0.059, -0.272], [0.549, 0.094, 0.414], [-1.117, 0.248, -1.968], [0.307, -0.733, 2.268], [1.506, -0.578, -1.363], [-0.477, 0.389, -1.000], [0.345, -0.685, -0.366], [-0.415, 0.577, 3.008], [0.590, -0.748, 1.376], [1.002, 0.286, -2.425], [-4.519, -0.118, 2.217], [0.811, -0.359, 0.248], [0.409, -2.386, 0.018]], "homo_energy_ev": [-7.87, -7.87], "charge": 0, "relative_energy_kcal_mol": 55.09, "e_tot_ev": -73929.1621, "homo_lumo_gap_ev": [8.032, 8.032]}

3.
{"formula": "C8H19FeN2O7P", "method": "wB97M-V/def2-TZVPD", "elements": ["O", "H", "N", "H", "H", "H", "Fe", "H", "H", "H", "H", "H", "H", "H", "H", "O", "O", "P", "C", "H", "H", "C", "H", "O", "O", "H", "C", "O", "N", "H", "H", "C", "C", "C", "O", "H", "C", "C"], "coordinates": [[1.357, -0.255, -1.308], [-2.539, -0.094, 1.153], [-1.496, -1.664, 2.046], [1.668, -3.430, -2.047], [0.848, 2.102, 2.874], [0.173, 4.394, 3.285], [0.158, 1.634, -0.158], [0.590, -2.307, -4.944], [0.590, -1.631, 2.203], [-2.674, -2.940, 3.320], [-0.943, -2.860, 3.764], [0.334, -2.468, -1.315], [-3.431, -0.862, 2.386], [2.495, 2.468, 2.714], [2.197, -1.247, -4.961], [-1.664, 1.757, -0.717], [-1.693, 4.111, -1.619], [-1.341, 2.627, -1.954], [1.547, -0.499, -2.496], [2.109, -2.874, -4.511], [-1.460, -3.651, 2.319], [-1.666, -2.762, 2.944], [0.008, -3.349, -2.754], [-0.161, 0.020, 1.144], [1.340, 2.769, 1.016], [1.605, 4.986, 2.358], [1.512, 2.833, 2.386], [-2.035, 2.387, -3.298], [1.222, -1.673, -3.068], [2.078, 0.163, -3.195], [-3.172, -1.661, 0.763], [-0.274, -1.093, 1.816], [1.204, 4.193, 2.994], [1.514, -1.947, -4.484], [0.191, 2.417, -1.941], [1.731, 4.291, 3.953], [-2.723, -1.083, 1.578], [0.799, -2.801, -2.242]], "atomic_forces_ev_per_a": [[-0.236, 0.808, 0.609], [0.342, -0.133, -0.151], [-2.301, 0.251, 0.881], [-0.092, -0.221, 0.041], [-0.105, -0.030, 0.037], [-0.222, -0.177, -0.671], [2.098, -1.816, 2.202], [-0.070, 0.845, -0.628], [-0.081, 0.027, -0.171], [-0.128, 0.681, 0.013], [0.030, 0.678, 0.100], [0.380, 0.285, 0.076], [-0.143, -0.528, 0.121], [0.374, 0.394, -0.377], [-0.662, 0.525, -0.122], [-1.221, -0.270, 0.589], [-0.298, -0.198, -0.603], [-0.320, 0.491, -1.480], [0.100, -0.966, -0.480], [0.196, -0.021, 0.118], [-0.076, -0.452, 0.418], [0.981, -1.668, -1.285], [0.265, -0.188, -0.264], [0.052, 1.735, -0.996], [-1.101, -0.696, -1.595], [-0.253, 0.058, -0.086], [-1.212, -1.134, 0.514], [0.430, 0.415, 1.689], [0.350, 0.721, -0.085], [-0.376, 0.304, 0.081], [-0.305, -0.192, 0.211], [1.495, 0.259, 0.349], [0.805, 0.480, 0.627], [0.357, -1.894, 1.263], [0.843, 0.276, -0.156], [0.185, -0.108, -0.023], [0.414, 1.088, -0.482], [-0.499, 0.373, -0.283]], "homo_energy_ev": [2.82, -3.30], "charge": -2, "multiplicity": 9, "relative_energy_kcal_mol": 15.33, "e_tot_ev": -69590.3996, "homo_lumo_gap_ev": [2.297, 6.291]}

4.
{"formula": "C8H19MnO5", "method": "wB97M-V/def2-TZVPD", "elements": ["H", "H", "H", "C", "H", "O", "C", "Mn", "H", "O", "H", "H", "C", "C", "H", "O", "C", "H", "O", "H", "C", "H", "C", "H", "H", "O", "H", "C", "H", "H", "H", "H", "H"], "coordinates": [[-0.394, -4.194, 0.273], [-0.565, -4.484, 2.607], [-2.793, -0.450, 2.327], [-0.654, -3.496, 2.155], [1.175, -3.841, 0.945], [-1.218, 0.590, -1.974], [-2.117, 1.551, 3.132], [-0.106, -0.146, -0.120], [-1.088, -0.102, 2.437], [1.533, 0.987, 0.580], [-3.161, 1.854, 3.215], [0.113, 2.328, -3.656], [-2.052, 0.334, 2.177], [2.695, 0.765, -0.264], [2.212, 0.220, -1.075], [3.761, 3.023, 0.389], [0.168, -3.442, 0.826], [-1.647, 2.271, -4.063], [-2.044, 0.666, 0.775], [-0.280, -2.710, 2.811], [3.557, 2.101, -0.666], [4.531, 1.933, -1.125], [-0.794, 0.416, -3.294], [-1.765, 1.327, 4.139], [-0.360, 1.577, -5.053], [0.155, -2.150, 0.198], [-1.465, 2.377, 2.848], [-0.708, 1.718, -4.030], [3.022, 2.555, -1.501], [0.154, -0.108, -3.407], [-1.716, -3.297, 2.013], [-1.499, -0.210, -3.840], [3.349, 0.040, 0.221]], "atomic_forces_ev_per_a": [[0.033, -0.380, -1.101], [0.156, -0.234, 0.294], [-0.635, -0.013, 0.751], [0.902, 0.699, -0.212], [0.421, 0.029, 0.362], [1.203, -0.702, -0.727], [-0.724, -0.372, 0.011], [-0.939, 1.553, 0.114], [0.408, -0.597, 0.178], [0.517, -0.417, -0.884], [-0.137, 0.586, 0.009], [-0.300, 0.300, 0.676], [1.616, 1.050, -2.461], [-1.141, 1.204, 1.133], [0.863, 0.014, -1.428], [0.017, -1.054, -1.109], [-1.693, 2.624, -0.554], [-0.035, 0.049, 0.269], [0.408, -0.607, 2.121], [0.016, -0.099, 0.323], [-1.137, 0.870, 2.330], [0.749, -1.305, -0.308], [-0.890, 0.088, 1.984], [-0.088, -0.515, 0.376], [-0.243, -0.370, -0.719], [0.079, -2.632, 1.056], [-0.205, -0.092, -0.677], [0.941, 0.769, -0.770], [-0.845, 0.380, -0.515], [0.701, -0.158, 0.042], [0.028, 0.097, -0.392], [-0.642, -0.558, -0.525], [0.595, -0.207, 0.351]], "homo_energy_ev": [3.52, 3.50], "charge": -3, "multiplicity": 6, "relative_energy_kcal_mol": 34.60, "e_tot_ev": -50153.0536, "homo_lumo_gap_ev": [4.227, 4.229]}